C3H4N3 | wB97M-V/def2-TZVPD

Geometry as XYZ:
```
10
Properties=species:S:1:pos:R:3:forces:R:3:mulliken_charge:R:1
C -1.43014 -0.53711 -1.20269 -0.08 -2.33 2.54 0.590
C -0.42515 0.25295 0.10689 0.93 2.47 6.02 0.296
C 1.06040 -0.23096 0.73777 -1.58 1.75 2.01 -1.004
N -0.82129 0.29428 -2.04566 -1.09 0.88 -3.64 -0.154
N -0.27198 0.94203 -1.14638 2.30 1.38 0.60 0.061
N -1.30643 -0.85257 -0.02848 -1.81 -1.90 -1.63 -0.189
H -0.97847 0.94698 0.93181 1.43 -1.16 -1.99 0.363
H 1.06197 -0.84676 1.71011 -0.83 0.56 -1.93 0.339
H 1.62266 0.68261 1.03737 -0.64 -0.28 -0.64 0.343
H 1.48844 -0.65144 -0.10074 1.36 -1.36 -1.33 0.356
```
Positions in Å, forces in eV/Å.

Summary:
Net charge: +1
E_tot in eV: -7631.57862
Orbital gap in Ha: 0.3396
E_HOMO in eV: -17.44